(1)
This record from OMol25 describes 2 unconnected molecules or ions with the total composition C4H12NO. The level of theory is ωB97M-V with the def2-TZVPD basis set.

Structure (XYZ):
```
18
C4H12NO ωB97M-V with the def2-TZVPD basis set
O -0.68010 -0.14701 1.74560
N 0.33961 -0.52716 -2.61195
C -0.62747 -0.34067 3.08996
C -0.92203 0.95577 -1.13166
C 1.24667 -0.00912 -0.32517
C 0.01731 -0.22918 -1.19772
H 0.86212 0.21246 0.69147
H -1.27449 1.02394 -0.09837
H 0.82169 -1.41567 -2.62928
H -1.41171 0.23346 3.64180
H -0.47026 -1.13423 -0.82698
H -1.78020 0.81283 -1.79553
H 1.81453 0.85881 -0.70735
H 0.99079 0.13037 -3.02054
H -0.41737 1.87339 -1.45620
H -0.76705 -1.39542 3.42688
H 0.33850 -0.02970 3.56716
H 1.91943 -0.87287 -0.36214
```

The value obtained for the calculated total energy is -7879.56696 eV. Its net charge is -1. The calculation puts the LUMO energy at 4.3 eV. As for the maximum force: 0.014 Eh/bohr. The HOMO-LUMO gap comes out at 0.2441 Ha. Its multiplicity is 1. As for the relative energy (zero: lowest compared OMol25 entry of this formula, charge and spin): 53.34 kJ/mol. The calculation puts the HOMO energy at -2.37 eV.

(2)
This record from OMol25 describes 2 unconnected molecules or ions with the total composition C4H12NO. The level of theory is ωB97M-V with the def2-TZVPD basis set.

Structure (XYZ):
```
18
C4H12NO ωB97M-V with the def2-TZVPD basis set
O 2.46041 2.41167 -0.59697
N -0.48309 -0.04312 1.15615
C -0.99953 -2.28477 -0.49632
C 0.67062 0.11386 1.64821
C -1.23496 -0.88763 -1.11029
C -0.83936 0.30870 -0.22610
H 0.89075 -0.10074 2.68319
H -0.77602 -3.01108 -1.27160
H -1.23139 -0.31342 1.78744
H -1.67822 0.99222 -0.13688
H -2.28824 -0.77204 -1.35626
H -0.67586 -0.87184 -2.03708
H 1.46834 0.50555 1.03424
H 2.27715 2.16387 -1.52168
H 2.42263 3.37553 -0.59978
H -1.89938 -2.60927 0.04824
H -0.05960 0.94041 -0.62664
H -0.20253 -2.35498 0.25312
```

The value obtained for the calculated total energy is -7872.85387 eV. Its net charge is +1. The calculation puts the LUMO energy at -4.9 eV. As for the maximum force: 0.018 Eh/bohr. The HOMO-LUMO gap comes out at 0.3789 Ha. Its multiplicity is 1. As for the relative energy (zero: lowest compared OMol25 entry of this formula, charge and spin): 138.66 kJ/mol. The calculation puts the HOMO energy at -15.18 eV.

(3)
This record from OMol25 describes 3 unconnected molecules or ions with the total composition C4H12NO at a distorted geometry. The level of theory is ωB97M-V with the def2-TZVPD basis set.

Structure (XYZ):
```
18
C4H12NO ωB97M-V with the def2-TZVPD basis set
O -1.66654 -0.40392 0.58495
N -4.00603 0.38496 -1.83865
C 0.74413 0.42551 1.95536
C 2.75875 -0.40089 -1.14451
C 2.22095 -0.51476 0.20643
C 1.33674 0.44424 0.70728
H -0.87672 -0.02260 0.97649
H 3.14205 0.59684 -1.35031
H -4.91058 0.83154 -1.80406
H 1.43920 1.40201 0.21120
H 1.09546 -0.29344 2.69486
H 2.53744 -1.33357 0.85241
H 0.37147 1.37973 2.31120
H -1.83500 -1.21176 1.08436
H 2.07600 -0.70796 -1.94186
H -3.40094 0.63884 -2.59749
H 3.64139 -1.03440 -1.30818
H -3.59962 0.61057 -0.94667
```

The value obtained for the calculated total energy is -7869.98834 eV. Its net charge is +1. The calculation puts the LUMO energy at -7.8 eV. As for the maximum force: 0.063 Eh/bohr. The HOMO-LUMO gap comes out at 0.1443 Ha. Its multiplicity is 1. As for the relative energy (zero: lowest compared OMol25 entry of this formula, charge and spin): 415.14 kJ/mol. The calculation puts the HOMO energy at -11.74 eV.

(4)
This record from OMol25 describes 3 unconnected molecules or ions with the total composition C4H12NO at a distorted geometry. The level of theory is ωB97M-V with the def2-TZVPD basis set.

Structure (XYZ):
```
18
C4H12NO ωB97M-V with the def2-TZVPD basis set
O -1.43074 1.67809 1.24578
N -2.27349 -0.36001 -0.76653
C 1.62692 -0.69555 0.21741
C 0.93492 1.67780 -0.40697
C 1.44414 -2.22513 0.16950
C 0.94589 0.25035 -0.55785
H -3.16019 -0.68888 -1.12842
H -1.33871 2.36596 1.89544
H 0.41359 2.29966 -1.11289
H -2.45628 -0.17919 0.18195
H 1.36077 2.12292 0.48369
H -0.53744 1.56593 0.80092
H 1.01932 -2.62496 -0.73013
H 2.31305 -2.81792 0.40873
H -2.13052 0.60458 -1.14217
H 0.66121 -2.52121 0.87067
H 2.28715 -0.21343 0.91878
H 0.32041 -0.23900 -1.34795
```

The value obtained for the calculated total energy is -7870.36341 eV. Its net charge is +1. The calculation puts the LUMO energy at -7.6 eV. As for the maximum force: 0.074 Eh/bohr. The HOMO-LUMO gap comes out at 0.2226 Ha. Its multiplicity is 1. As for the relative energy (zero: lowest compared OMol25 entry of this formula, charge and spin): 378.96 kJ/mol. The calculation puts the HOMO energy at -13.61 eV.

(5)
This record from OMol25 describes 2 unconnected molecules or ions with the total composition C4H12NO at a distorted geometry. The level of theory is ωB97M-V with the def2-TZVPD basis set.

Structure (XYZ):
```
18
C4H12NO ωB97M-V with the def2-TZVPD basis set
O 3.39544 0.88602 -2.31895
N -1.15524 -0.03728 0.26108
C -1.42747 -0.64779 -1.11142
C -1.23234 0.02889 2.75784
C 2.56271 0.66775 -1.42544
C -1.60485 -0.80338 1.48640
H 2.27391 -0.35096 -1.10488
H -0.91790 -1.61943 -1.09281
H -2.49462 -0.72962 -1.35856
H -1.41572 -0.55013 3.66370
H -1.56450 0.88309 0.33449
H -0.87196 0.00316 -1.78786
H -1.15189 -1.79975 1.44446
H -2.69212 -0.95408 1.40109
H 2.02569 1.49842 -0.94426
H -0.12936 0.14010 0.28859
H -0.16122 0.20499 2.80621
H -1.76542 0.97410 2.82955
```

The value obtained for the calculated total energy is -7872.20511 eV. Its net charge is +1. The calculation puts the LUMO energy at -3.7 eV. As for the maximum force: 0.073 Eh/bohr. The HOMO-LUMO gap comes out at 0.3589 Ha. Its multiplicity is 1. As for the relative energy (zero: lowest compared OMol25 entry of this formula, charge and spin): 201.26 kJ/mol. The calculation puts the HOMO energy at -13.51 eV.

(6)
This record from OMol25 describes 2 unconnected molecules or ions with the total composition C4H12NO at a distorted geometry. The level of theory is ωB97M-V with the def2-TZVPD basis set.

Structure (XYZ):
```
18
C4H12NO ωB97M-V with the def2-TZVPD basis set
O -0.53208 -1.85415 -3.33923
N -0.34906 0.33885 -0.41078
C 0.14430 -0.18173 1.87822
C -0.29885 -0.81946 0.53872
C 0.60044 1.41541 0.11781
C 0.39915 1.30140 1.61636
H 0.29701 2.36604 -0.32802
H 1.58591 1.06389 -0.16988
H -1.32926 -1.15720 0.66431
H -1.07474 -2.01967 -4.12286
H 0.36592 -2.07208 -3.60508
H 1.24401 1.74527 2.13728
H 1.04616 -0.69082 2.23959
H -1.30154 0.67032 -0.57249
H -0.48376 1.84519 1.94630
H 0.00748 0.13324 -1.34123
H -0.55396 -0.44010 2.65739
H 0.23288 -1.64442 0.09358
```

The value obtained for the calculated total energy is -7873.83337 eV. Its net charge is +1. The calculation puts the LUMO energy at -3.2 eV. As for the maximum force: 0.042 Eh/bohr. The HOMO-LUMO gap comes out at 0.4384 Ha. Its multiplicity is 1. As for the relative energy (zero: lowest compared OMol25 entry of this formula, charge and spin): 44.16 kJ/mol. The calculation puts the HOMO energy at -15.14 eV.

(7)
This record from OMol25 describes a gas-phase ion, C4H12NO (charge +1) at a distorted geometry. The level of theory is ωB97M-V with the def2-TZVPD basis set.

Structure (XYZ):
```
18
C4H12NO ωB97M-V with the def2-TZVPD basis set
O -1.16906 2.33930 -0.15199
N 1.08074 -0.36178 1.11133
C -0.19116 0.08055 0.48008
C -0.08580 -1.81319 -1.29252
C -0.45029 -0.30286 -1.02570
C -0.10303 1.57844 0.54465
H 1.96070 -0.16628 0.66079
H -1.67026 2.85296 0.42576
H -0.04502 -2.42119 -0.44516
H 0.33728 0.24139 -1.54886
H 1.01380 -1.93673 -1.79747
H -1.54520 -0.09774 -0.96280
H 1.01827 -1.37241 1.20703
H -0.90543 -2.30288 -1.92113
H -0.26667 1.93319 1.55476
H 1.06855 0.12568 2.01377
H -0.98376 -0.31217 1.12639
H 0.93632 1.93572 0.02108
```

The value obtained for the calculated total energy is -7871.75141 eV. Its net charge is +1. The calculation puts the LUMO energy at -3.7 eV. As for the maximum force: 0.087 Eh/bohr. The HOMO-LUMO gap comes out at 0.4083 Ha. Its multiplicity is 1. As for the SMILES: CC[C@@H]([NH3+])CO. As for the relative energy (zero: lowest compared OMol25 entry of this formula, charge and spin): 245.03 kJ/mol. The calculation puts the HOMO energy at -14.85 eV.

(8)
This record from OMol25 describes a molecular structure, C4H12NO at a distorted geometry. The level of theory is ωB97M-V with the def2-TZVPD basis set.

Structure (XYZ):
```
18
C4H12NO ωB97M-V with the def2-TZVPD basis set
O 0.99568 -2.59295 1.04613
N 1.28877 -1.15263 -1.32477
C -0.10543 0.65097 -0.36339
C 0.26319 1.96931 -0.93959
C -1.10418 0.31955 0.46465
C -1.90084 1.30310 1.21881
H 1.32128 2.09427 -0.92710
H 1.10156 -1.70830 -2.17647
H -2.29152 2.00722 0.48000
H -0.16761 2.08640 -1.92499
H -1.21201 -0.75106 0.66701
H 1.20795 -2.36696 0.12869
H -1.58690 1.84183 2.10366
H 2.15552 -0.64996 -1.57190
H -0.09016 2.83592 -0.38267
H 1.74091 -2.50306 1.64071
H 0.64536 -0.25771 -0.69135
H -2.86238 0.86080 1.49896
```

The value obtained for the calculated total energy is -7867.66058 eV. Its net charge is +1. The calculation puts the LUMO energy at -8.3 eV. As for the maximum force: 0.087 Eh/bohr. The HOMO-LUMO gap comes out at 0.2267 Ha. Its multiplicity is 1. As for the relative energy (zero: lowest compared OMol25 entry of this formula, charge and spin): 639.74 kJ/mol. The calculation puts the HOMO energy at -14.48 eV.